No. 1
{
  "formula": "C6H12O",
  "method": "ωB97M-V with the def2-TZVPD basis set",
  "symbols": ["C", "C", "C", "O", "C", "C", "C", "H", "H", "H", "H", "H", "H", "H", "H", "H", "H", "H", "H"],
  "coordinates": [[-2.39041, 0.63877, 0.20164], [-1.14038, -0.26453, 0.41627], [-0.46277, -1.39193, -0.98073], [0.71411, -0.76336, -1.29849], [1.27084, -0.34124, -0.05045], [2.56065, 0.40578, -0.29170], [0.15096, 0.49372, 0.57657], [-3.31904, 0.06844, 0.07150], [-2.28645, 1.30143, -0.66628], [-2.56194, 1.29627, 1.07304], [-1.36123, -0.97495, 1.20984], [-0.31865, -2.30609, -0.40981], [-1.40392, -0.86519, -1.02336], [1.44578, -1.23770, 0.57404], [3.30221, -0.24425, -0.76219], [2.96884, 0.77517, 0.65392], [2.37684, 1.25810, -0.95273], [0.09396, 1.44607, 0.03380], [0.36060, 0.70549, 1.62510]],
  "homo_lumo_gap_ev": 9.381,
  "relative_energy_ev": 3.2806,
  "e_lumo_ha": 0.040,
  "total_energy_ha": -310.9387
}

---

No. 2
{
  "formula": "C32H40ClMgN5O3P",
  "method": "ωB97M-V with the def2-TZVPD basis set",
  "symbols": ["Mg", "Cl", "C", "C", "C", "C", "O", "C", "C", "N", "C", "C", "C", "C", "C", "C", "C", "C", "N", "C", "C", "H", "H", "H", "H", "H", "H", "H", "H", "H", "H", "C", "N", "C", "P", "O", "N", "C", "C", "N", "C", "C", "H", "H", "H", "H", "H", "H", "H", "H", "H", "H", "H", "H", "H", "H", "H", "H", "H", "H", "C", "C", "C", "C", "C", "C", "C", "O", "C", "C", "C", "H", "H", "H", "H", "H", "H", "H", "H", "H", "H", "H", "H"],
  "coordinates": [[-0.82639, 0.60887, -0.99073], [-7.46484, -1.93301, -0.48121], [-5.85203, -1.46636, -0.93147], [-5.07865, -2.33225, -1.71750], [-3.80482, -1.99096, -2.08308], [-3.19593, -0.78003, -1.66299], [-1.98386, -0.52376, -2.02107], [-4.02007, 0.10707, -0.90043], [-3.62398, 1.45465, -0.57967], [-2.40806, 1.86230, -0.62620], [-2.06040, 3.22661, -0.62139], [-2.65051, 4.21775, 0.10617], [-2.20400, 5.55429, -0.01586], [-1.18864, 5.87653, -0.86501], [-0.55191, 4.86482, -1.62899], [0.49338, 5.12881, -2.54513], [1.03680, 4.10614, -3.25994], [0.55823, 2.79835, -3.03873], [-0.39248, 2.50073, -2.19073], [-0.97490, 3.53410, -1.49594], [-5.34065, -0.25597, -0.56342], [-5.51018, -3.26782, -2.04787], [-3.22300, -2.64186, -2.72045], [-4.42899, 2.16136, -0.35840], [-3.45861, 3.98239, 0.78578], [-2.68410, 6.32350, 0.57166], [-0.85785, 6.90095, -0.96606], [0.84306, 6.14551, -2.67410], [1.82385, 4.27201, -3.98104], [0.99223, 1.96793, -3.58468], [-5.95432, 0.43742, -0.00282], [1.09873, -3.77729, 1.97164], [0.65544, -2.40688, 1.78247], [1.46752, -1.41932, 2.47463], [-0.84959, -1.97825, 1.27007], [-0.75171, -0.66191, 0.56103], [-1.39041, -3.17638, 0.29053], [-0.63007, -3.52562, -0.89885], [-2.40725, -4.14667, 0.65811], [-1.84774, -1.83007, 2.56322], [-1.77808, -2.72063, 3.71032], [-3.07823, -1.06097, 2.49002], [2.05376, -3.94321, 1.46789], [0.37504, -4.47823, 1.56617], [1.23596, -4.00293, 3.03414], [2.49218, -1.43993, 2.09525], [1.49366, -1.61818, 3.55087], [1.06066, -0.42346, 2.31272], [0.00154, -2.69373, -1.20450], [-1.31559, -3.73735, -1.71893], [-0.00239, -4.40701, -0.73237], [-3.06930, -3.74219, 1.41631], [-1.97347, -5.08357, 1.02523], [-3.01444, -4.37143, -0.21980], [-0.84609, -3.27883, 3.71387], [-2.60556, -3.43618, 3.71617], [-1.82686, -2.14036, 4.63437], [-3.05977, -0.40867, 1.62199], [-3.18005, -0.44997, 3.38943], [-3.95243, -1.71653, 2.41573], [7.23645, -0.50172, -0.84266], [5.86651, 0.04959, -0.58309], [4.73083, -0.64566, -0.98297], [3.45370, -0.16606, -0.74188], [2.28253, -1.00256, -1.18288], [3.31815, 1.06457, -0.07181], [2.01279, 1.62070, 0.23039], [0.95274, 1.20541, -0.21540], [4.45803, 1.78311, 0.35390], [4.37411, 3.10467, 1.07765], [5.71007, 1.26224, 0.08171], [7.20412, -1.34725, -1.52600], [7.69301, -0.83782, 0.08956], [7.89021, 0.26021, -1.26607], [4.84385, -1.59335, -1.49359], [2.63785, -1.95617, -1.56895], [1.72217, -0.51046, -1.98096], [1.58761, -1.19691, -0.36318], [1.97793, 2.47360, 0.92006], [3.93769, 2.99836, 2.07132], [3.78507, 3.84079, 0.53200], [5.37227, 3.51647, 1.20513], [6.58846, 1.81400, 0.39125]],
  "total_charge": 1,
  "homo_lumo_gap_ev": 6.814,
  "relative_energy_ev": 0.7556,
  "e_lumo_ha": -0.109,
  "total_energy_ha": -2744.5993
}

---

No. 3
{
  "formula": "C26H17F2N3O7S2Zn",
  "method": "ωB97M-V with the def2-TZVPD basis set",
  "symbols": ["Zn", "F", "C", "C", "C", "C", "C", "F", "C", "C", "C", "C", "C", "C", "N", "H", "H", "H", "H", "H", "H", "O", "C", "C", "C", "C", "C", "C", "C", "N", "C", "C", "N", "H", "H", "H", "H", "H", "H", "H", "O", "S", "O", "O", "C", "C", "C", "C", "C", "C", "S", "O", "O", "O", "H", "H", "H", "H"],
  "coordinates": [[0.35532, -0.24988, 0.16769], [1.37666, 0.72287, 5.34216], [0.52212, 0.19302, 4.42532], [0.87014, 0.16252, 3.09393], [-0.00747, -0.38084, 2.15413], [-1.23306, -0.91431, 2.60012], [-1.53647, -0.83331, 3.95494], [-2.73380, -1.28252, 4.44425], [-0.68558, -0.28757, 4.89197], [-2.12191, -1.56793, 1.60135], [-3.14173, -2.47275, 1.92018], [-3.85079, -3.07926, 0.89946], [-3.53995, -2.79271, -0.42089], [-2.51378, -1.89312, -0.65313], [-1.84534, -1.29618, 0.32426], [1.83316, 0.55312, 2.78675], [-0.95898, -0.23811, 5.93581], [-3.35845, -2.71173, 2.94784], [-4.63465, -3.78906, 1.13819], [-4.05528, -3.26359, -1.24697], [-2.19157, -1.64487, -1.65845], [-0.51860, 1.28913, -0.74398], [-0.31576, 2.57437, -0.59194], [0.98519, 3.12238, -0.57594], [1.18616, 4.48185, -0.45749], [0.10916, 5.36352, -0.34822], [-1.17368, 4.84701, -0.34134], [-1.40632, 3.47714, -0.45539], [-2.78481, 2.98136, -0.38802], [-3.89328, 3.70501, -0.30060], [-4.91054, 2.79074, -0.22876], [-4.42081, 1.51467, -0.27371], [-3.06581, 1.65666, -0.38102], [1.81967, 2.43491, -0.64788], [2.20160, 4.86398, -0.44580], [0.27396, 6.43027, -0.25347], [-2.03772, 5.49228, -0.23516], [-5.94165, 3.09946, -0.14652], [-4.90017, 0.55097, -0.24656], [-2.29936, 0.98628, -0.44772], [3.90778, -1.44105, 1.14588], [3.73282, -0.51401, 0.05550], [4.79152, 0.46785, -0.09507], [2.41262, 0.13577, 0.01517], [3.84355, -1.51609, -1.45801], [5.05022, -1.37463, -2.13751], [5.33514, -2.10494, -3.28040], [4.39933, -2.99886, -3.77061], [3.18994, -3.14632, -3.11006], [2.89470, -2.42037, -1.96047], [1.25896, -2.74541, -1.26313], [0.70412, -3.80436, -2.08326], [0.52163, -1.47075, -1.46876], [1.44198, -3.05392, 0.13371], [5.76249, -0.66379, -1.74395], [6.28565, -1.96825, -3.78336], [4.60106, -3.57814, -4.66428], [2.43903, -3.83324, -3.47286]],
  "total_charge": -2,
  "homo_lumo_gap_ev": 6.836,
  "relative_energy_ev": 0.0000,
  "e_lumo_ha": 0.168,
  "total_energy_ha": -4467.5925
}

---

No. 4
{
  "formula": "C6H5ClS",
  "method": "ωB97M-V with the def2-TZVPD basis set",
  "symbols": ["Cl", "C", "C", "C", "C", "S", "C", "C", "H", "H", "H", "H", "H"],
  "coordinates": [[1.60898, -2.88136, 0.54982], [0.71159, -1.82769, -0.48907], [0.26855, -0.59421, -0.16910], [0.46622, -0.01692, 1.13282], [0.04115, 1.20458, 1.49124], [-0.89293, 2.32109, 0.54457], [-1.04939, 1.38752, -0.94506], [-0.53286, 0.16795, -1.16926], [0.48140, -2.26942, -1.47286], [1.10438, -0.56793, 1.81986], [0.25976, 1.62330, 2.48268], [-1.73363, 1.84397, -1.66791], [-0.73322, -0.39088, -2.10773]],
  "homo_lumo_gap_ev": 8.321,
  "relative_energy_ev": 0.0860,
  "e_lumo_ha": 0.027,
  "smiles": "ClC=C1C=CSC=C1",
  "total_energy_ha": -1089.9687
}

---

No. 5
{
  "formula": "C11H10N2",
  "method": "ωB97M-V with the def2-TZVPD basis set",
  "symbols": ["C", "C", "C", "C", "C", "C", "C", "C", "C", "C", "C", "H", "H", "H", "H", "H", "H", "H", "H", "H", "H", "N", "N"],
  "coordinates": [[2.69878, -0.67805, -0.16069], [3.32109, 0.63939, -0.02072], [2.45489, 1.65942, 0.31747], [1.00537, 1.50976, 0.67101], [0.40858, 0.27887, 0.25128], [1.31416, -0.80462, -0.06264], [-1.20429, 0.07890, 0.13519], [-1.93184, 1.11860, -0.45352], [-3.17571, 0.71444, -0.71606], [-3.94634, -0.28661, -0.27086], [-1.99308, -0.96999, 0.80216], [3.52114, -2.73489, 0.22131], [4.55818, -1.54131, -0.51378], [4.46007, 0.77071, -0.12023], [2.76359, 2.84464, -0.17728], [0.44444, 2.46747, 0.99413], [0.69880, -1.79443, -0.04671], [-1.36606, 1.89986, -1.23852], [-3.68231, 1.40408, -1.27126], [-4.93925, -0.49724, -0.61446], [-1.51054, -1.85334, 1.34731], [3.55528, -1.69111, -0.63877], [-3.36353, -1.24119, 0.41929]],
  "homo_lumo_gap_ev": 8.917,
  "relative_energy_ev": 5.8469,
  "e_lumo_ha": 0.019,
  "total_energy_ha": -534.4721
}

---

No. 6
{
  "formula": "C2H4N2O2",
  "method": "ωB97M-V with the def2-TZVPD basis set",
  "symbols": ["N", "C", "O", "N", "C", "O", "H", "H", "H", "H"],
  "coordinates": [[1.81348, 0.11037, -0.08687], [0.57765, -0.38573, 0.26726], [0.42635, -1.35107, 0.97341], [-0.49777, 0.40616, -0.20302], [-1.81568, -0.00115, -0.00521], [-2.18686, -1.13892, 0.08582], [2.55042, -0.51848, 0.19450], [1.94099, 0.52914, -0.99513], [-0.35028, 1.40716, -0.23043], [-2.50086, 0.86722, 0.06207]],
  "homo_lumo_gap_ev": 10.643,
  "relative_energy_ev": 0.5648,
  "e_lumo_ha": 0.022,
  "smiles": "NC(=O)NC=O",
  "total_energy_ha": -338.6324
}

---

No. 7
{
  "formula": "CH2N3O4",
  "method": "ωB97M-V with the def2-TZVPD basis set",
  "symbols": ["C", "N", "N", "N", "O", "O", "O", "O", "H", "H"],
  "coordinates": [[0.62614, 0.94570, -1.00621], [0.70571, -0.26916, 0.96470], [0.47552, -0.51518, -0.28023], [-1.51128, -0.84228, -0.06921], [1.07024, 0.78846, -2.11335], [-2.23216, -0.96208, -1.01335], [0.41346, 1.86817, -0.28477], [-1.74530, -0.85948, 1.10571], [0.87299, 0.76509, 1.16564], [1.32468, -0.91925, 1.53108]],
  "total_charge": -1,
  "homo_lumo_gap_ev": [8.217, 8.218],
  "relative_energy_ev": 1.3413,
  "e_lumo_ha": [0.153, 0.153],
  "total_energy_ha": -504.4497
}

---

No. 8
{
  "formula": "C4H12N3",
  "method": "ωB97M-V with the def2-TZVPD basis set",
  "symbols": ["C", "N", "C", "N", "H", "H", "H", "H", "H", "H", "H", "C", "C", "N", "H", "H", "H", "H", "H"],
  "coordinates": [[-1.41269, 0.12881, -2.27019], [-1.04633, 0.95587, -1.12054], [-1.64115, 0.75174, 0.05017], [-1.24860, 1.26817, 1.19785], [-0.74145, -0.72131, -2.31581], [-1.34739, 0.70038, -3.18493], [-2.42733, -0.22716, -2.12138], [-0.08188, 1.37211, -1.13328], [-2.49028, 0.09452, 0.05893], [-0.36678, 1.75033, 1.25491], [-1.78444, 1.19550, 2.04623], [2.31374, -0.05369, 0.69105], [1.20028, -2.04903, 1.19152], [1.48194, -1.17857, 0.26976], [2.72450, -0.04611, 1.72658], [1.72770, 0.87450, 0.53392], [3.15255, -0.02350, -0.04619], [0.36987, -2.76060, 0.95852], [1.61773, -2.03196, 2.21285]],
  "total_charge": 1,
  "homo_lumo_gap_ev": 9.795,
  "relative_energy_ev": 2.0959,
  "e_lumo_ha": -0.133,
  "total_energy_ha": -323.6012
}